This record from OMol25 describes 4 unconnected molecules or ions with the total composition C31H59Br3O10Si at a distorted geometry. The level of theory is ωB97M-V with the def2-TZVPD basis set.

Properties
F_max in eV/Å: 5.11
Calculated total energy in eV: -271569.4764
HOMO in eV: -8.6
Charge: 0

Positions of all 104 atoms, in Å:
O: 1.67244 3.09770 0.26799
H: -8.92083 -1.38662 4.94596
C: -7.54749 -4.14926 1.04954
H: -8.54329 -5.05766 2.71113
H: 1.41702 5.90213 0.12936
C: 4.07628 -0.89465 2.83068
C: -4.05096 -3.87089 -3.28059
H: -2.67175 -3.87096 -0.26291
H: 3.79622 -0.62998 3.95888
C: -2.57421 -3.77211 -1.35022
O: 5.96389 2.26873 -3.45582
H: 2.27916 7.36327 1.74144
H: -5.11245 -3.68701 -3.48195
C: 1.26611 5.38965 1.19624
C: -1.84482 -2.45608 -1.63865
H: -1.49694 2.84845 1.45882
O: -6.95160 -2.89685 0.70681
H: -2.16203 -0.54045 -3.39377
C: -8.36680 -0.68305 4.31892
H: -2.23865 4.87690 2.82930
H: 3.27783 4.41785 0.74873
H: 9.02151 -1.74039 -5.00293
C: -7.90008 -4.18696 2.53998
C: 5.03114 2.64251 -2.45917
H: -9.07456 -0.19932 3.64011
O: 8.99569 2.86093 -3.63280
C: 0.85521 3.17647 4.48415
C: 1.13980 4.24425 5.73987
H: -2.25503 -7.37313 -4.59710
C: -1.22915 -1.10373 -3.48091
H: 7.72259 -1.02346 -5.98904
H: -5.24489 -3.73220 -0.12847
C: 7.97094 2.98906 -4.62868
H: 1.60002 2.27632 4.42003
H: 3.85848 -2.00973 2.54658
H: -4.18176 -6.02453 -3.25673
H: 4.20122 3.20083 -2.90483
H: -3.50136 -3.06522 -3.76884
C: -0.34072 3.34048 3.37787
H: 0.11024 5.09115 1.21849
H: -6.87378 -4.98297 0.81691
H: -2.51972 -1.61727 -1.43684
C: -3.69501 -5.24542 -3.85600
O: -2.27814 -5.42701 -3.88067
O: 8.13404 -0.02151 -4.25526
H: 2.48939 3.64697 2.27628
C: -1.90560 -6.79073 -3.73918
C: 8.58463 -0.80078 -5.35446
H: -6.98282 -2.51979 5.22364
H: 8.31021 3.79455 -5.29019
H: -7.88980 0.08268 4.93960
H: 9.31164 -0.24037 -5.95048
H: 10.13889 0.50412 -3.98253
H: 9.61024 1.91419 -1.95444
H: -8.46197 -4.24989 0.45484
H: 0.61682 7.10419 2.58880
H: 2.05440 4.03711 6.47785
H: 2.19767 6.15122 3.25685
C: -1.33508 4.67137 3.57143
C: 1.84631 0.55618 2.06185
H: 7.89701 1.72561 -2.26071
H: 5.96380 3.75950 -4.85637
C: -5.87810 -3.26103 3.52542
H: -1.21863 1.37959 2.61223
Si: 0.79675 1.79912 1.04684
H: -0.96271 -2.37519 -0.99565
H: 5.51370 3.23979 -1.68101
O: -6.76048 -4.38393 3.38831
H: -8.47595 -3.31383 2.84909
C: -1.05712 5.73111 4.81300
H: 9.34067 -0.36692 -2.64275
C: 3.27646 0.20315 1.87092
Br: -0.13246 0.55349 -0.69435
H: -2.00778 -4.63853 -1.69095
H: -5.68498 -1.42949 4.65775
Br: 4.32935 1.04793 0.39856
H: -1.74898 6.68965 4.97397
H: 6.75564 4.19263 -3.31404
C: -6.03294 -3.01242 -0.37079
C: 9.20748 0.40107 -3.41250
C: 1.63009 6.53755 2.30840
C: 8.87331 1.73979 -2.74668
H: -4.05130 -5.31242 -4.88975
H: 4.63894 1.73210 -1.99760
H: -0.42703 -0.59412 -2.93684
H: -5.51146 -2.92797 2.55472
Br: 0.88802 -0.44065 3.56216
C: 0.15974 5.54537 5.91982
H: 5.24845 -0.68676 2.75876
H: 7.90424 2.09096 -5.24235
H: -5.00863 -3.64221 4.07338
C: 2.23581 4.06793 1.21517
H: -6.55352 -3.30924 -1.28633
H: -5.56678 -2.03570 -0.52602
C: 6.61121 3.39618 -4.05203
O: -1.39214 -2.42295 -2.99497
C: -6.47991 -2.11170 4.34026
C: -0.69278 2.33291 2.13935
O: -3.91711 -3.80036 -1.85431
H: -2.30576 -7.20382 -2.80802
H: -0.96052 -1.15879 -4.53946
H: 0.36940 6.26501 6.82266
O: -7.39732 -1.35987 3.54106
H: -0.81441 -6.84184 -3.69381

These are the Löwdin partial charges, in e, on atoms 1 to 99: -0.335 0.084 -0.189 0.124 0.122 -0.167 -0.157 0.126 0.074 -0.154 -0.206 0.080 0.124 -0.227 -0.209 0.094 -0.206 0.089 -0.114 0.099 0.138 0.086 -0.172 -0.147 0.089 -0.135 -0.044 -0.062 0.086 -0.140 0.089 0.076 -0.169 0.049 0.096 0.125 0.095 0.120 -0.185 0.100 0.126 0.117 -0.187 -0.207 -0.209 0.110 -0.109 -0.109 0.124 0.126 0.086 0.086 0.124 0.125 0.123 0.078 0.090 0.073 -0.032 -0.670 0.115 0.124 -0.170 0.083 0.173 0.100 0.081 -0.136 0.115 -0.075 0.124 -0.656 0.460 0.118 0.123 0.744 0.087 0.125 -0.107 -0.191 -0.140 -0.171 0.125 -0.004 -0.013 0.115 0.619 -0.081 0.082 0.115 0.125 -0.272 0.089 0.095 -0.186 -0.207 -0.189 -0.295 -0.190